{"formula": "C3H8N2O2S", "method": "ωB97M-V with the def2-TZVPD basis set", "homo_lumo_gap_ev": [9.10, 9.09], "spin_multiplicity": 1, "symbols": ["C", "C", "C", "N", "N", "O", "O", "S", "H", "H", "H", "H", "H", "H", "H", "H"], "positions_angstrom": [[-2.769850, -0.694782, -0.253643], [-1.810023, -0.592084, 0.626224], [2.437530, 0.103804, -0.700135], [-0.137478, 1.677561, 0.358338], [-0.249687, 0.448530, -0.327340], [0.584538, -1.949519, -0.444103], [1.205721, -0.526977, 1.498914], [0.971876, -0.634145, 0.108893], [-3.529433, -1.358356, -0.015970], [-2.786275, -0.371107, -1.298655], [-1.331954, -0.804454, 1.528125], [2.536411, -0.180372, -1.711483], [2.243066, 1.195566, -0.889214], [3.276639, -0.147613, -0.115823], [0.125880, 1.383854, 1.328202], [-0.766957, 2.450100, 0.307676]], "atomic_forces_ev_per_a": [[1.360, 0.000, 0.064], [2.343, 2.239, -4.356], [-2.121, 1.331, -0.503], [3.023, -2.090, 2.113], [-3.477, -0.848, 0.973], [0.934, 2.625, 0.792], [0.389, 0.085, 2.213], [-0.833, -0.933, -3.341], [-1.948, -0.902, 0.705], [0.533, 0.226, 0.568], [-0.043, -0.532, 1.352], [0.050, -1.282, -1.015], [0.203, -0.809, 1.253], [0.973, -0.002, 0.681], [-0.469, 1.359, -0.769], [-0.917, -0.467, -0.731]]}